Entry 1:
Entry from the Open Molecules 2025 dataset: a 7-piece molecular cluster, C30H66F4N9O15P3 overall at a distorted geometry (ωB97M-V/def2-TZVPD).

Properties
E_tot = -115044.880 eV
LUMO = 0.26 eV
Orbital gap = 8.493 eV
HOMO level = -8.2 eV
SMILES = CN(C)P(=O)(N(C)C)N(C)C.CN(C)P(=O)(N(C)C)N(C)C.CN(C)P(=O)(N(C)C)N(C)C.O=C1OC[C@@H](F)O1.O=C1OC[C@@H](F)O1.O=C1OC[C@@H](F)O1.O=C1OC[C@@H](F)O1
ΔE to the lowest compared entry with this formula, charge and spin = 0.000 eV

Geometry (Å):
C 0.576 4.483 0.358
N 1.859 4.061 -0.207
C 2.088 4.562 -1.578
P 3.043 3.540 0.878
O 2.679 2.483 1.834
N 4.307 3.157 -0.117
C 4.222 1.998 -1.012
C 5.685 3.279 0.395
N 3.529 4.984 1.624
C 3.182 5.178 3.024
C 3.693 6.203 0.842
H -0.292 4.100 -0.187
H 0.400 5.566 0.283
H 0.690 4.260 1.421
H 1.516 5.443 -1.848
H 1.981 3.741 -2.292
H 3.161 4.763 -1.646
H 3.240 2.019 -1.491
H 5.070 1.954 -1.686
H 4.147 1.063 -0.440
H 6.406 3.252 -0.420
H 5.770 4.181 0.996
H 5.855 2.401 1.029
H 3.699 4.417 3.616
H 3.540 6.124 3.430
H 2.126 5.064 3.292
H 2.715 6.633 0.605
H 4.135 5.970 -0.129
H 4.404 6.864 1.332
C -1.712 0.221 6.701
N -0.657 0.292 5.709
C 0.650 0.727 6.206
P -0.893 0.158 4.064
O 0.334 -0.114 3.277
N -2.064 -1.035 3.935
C -2.971 -1.166 2.801
C -1.697 -2.342 4.460
N -1.790 1.529 3.577
C -3.067 1.929 4.180
C -1.211 2.520 2.693
H -2.448 1.031 6.668
H -1.393 0.190 7.742
H -2.282 -0.702 6.556
H 1.303 -0.136 6.354
H 0.625 1.251 7.161
H 1.069 1.452 5.505
H -3.963 -1.371 3.217
H -2.957 -0.278 2.182
H -2.788 -2.000 2.119
H -2.595 -2.925 4.673
H -1.090 -2.903 3.738
H -1.080 -2.260 5.357
H -3.619 1.066 4.532
H -2.862 2.701 4.928
H -3.613 2.449 3.389
H -1.044 3.447 3.259
H -1.907 2.767 1.882
H -0.249 2.254 2.256
C -0.059 -6.271 -2.673
N 0.035 -5.350 -3.797
C 0.447 -5.943 -5.070
P -0.473 -3.739 -3.737
O -0.715 -3.085 -5.043
N -1.856 -3.792 -2.760
C -2.984 -4.444 -3.365
C -2.193 -2.499 -2.154
N 0.752 -2.975 -2.849
C 1.926 -2.414 -3.501
C 0.957 -3.351 -1.457
H -0.335 -7.263 -3.041
H -0.913 -6.054 -2.027
H 0.864 -6.352 -2.096
H 1.424 -5.601 -5.423
H -0.347 -5.662 -5.767
H 0.516 -7.030 -5.072
H -2.844 -5.482 -3.687
H -3.834 -4.408 -2.685
H -3.276 -3.995 -4.329
H -2.959 -2.561 -1.389
H -1.295 -2.014 -1.777
H -2.553 -1.849 -2.964
H 2.354 -1.624 -2.886
H 2.639 -3.230 -3.670
H 1.713 -1.989 -4.481
H 1.374 -2.560 -0.834
H 1.700 -4.162 -1.406
H 0.085 -3.813 -0.996
O 4.859 -3.827 1.889
C 3.735 -3.602 2.207
O 3.384 -3.179 3.442
C 2.021 -2.669 3.346
C 1.521 -3.485 2.187
F 0.540 -2.799 1.519
O 2.676 -3.602 1.377
H 1.542 -2.905 4.292
H 2.107 -1.610 3.115
H 1.147 -4.489 2.412
O -2.922 2.043 -8.196
C -2.576 1.242 -7.397
O -1.561 1.304 -6.557
C -1.515 0.130 -5.753
C -2.898 -0.531 -5.973
F -3.731 -0.306 -4.916
O -3.297 0.090 -7.146
H -0.657 -0.492 -6.009
H -1.326 0.294 -4.691
H -2.758 -1.601 -6.112
O -3.779 -0.954 0.006
C -3.854 0.159 -0.425
O -3.980 0.469 -1.702
C -4.000 1.891 -1.877
C -4.369 2.334 -0.453
F -5.713 2.558 -0.348
O -4.000 1.258 0.368
H -2.972 2.120 -2.158
H -4.776 2.265 -2.538
H -3.824 3.215 -0.107
O 0.296 1.045 -2.982
C 0.287 0.629 -1.867
O -0.814 0.596 -1.043
C -0.386 0.052 0.196
C 1.047 0.499 0.247
F 1.814 -0.297 0.994
O 1.386 0.339 -1.163
H -0.948 0.334 1.084
H -0.385 -1.040 0.083
H 1.079 1.543 0.559

Cartesian forces (eV/Å) of the 3 atoms listed first:
C 0.794 0.451 0.189
N -0.904 0.128 -0.694
C 1.690 -1.387 0.429


Entry 2:
Entry from the Open Molecules 2025 dataset: a 10-piece molecular cluster, C30H66F6N5O21P4 overall at a distorted geometry (ωB97M-V/def2-TZVPD).

Properties
Net charge = -1
E_tot = -136099.536 eV
LUMO = -0.19 eV
Orbital gap = 5.891 eV
HOMO level = -6.1 eV
ΔE to the lowest compared entry with this formula, charge and spin = 0.170 eV

Geometry (Å):
P 0.567 0.197 0.441
F 0.550 -1.307 1.166
F -0.311 -0.271 -0.851
F -0.866 0.473 1.207
F 0.576 1.678 -0.293
F 1.358 0.732 1.700
F 1.951 -0.102 -0.430
C -2.807 -1.564 -5.625
C -3.193 -1.737 -4.299
C -2.711 -0.801 -3.230
O -3.026 -0.977 -2.068
C -1.906 0.269 -3.724
C -1.587 0.441 -5.007
C -2.077 -0.430 -6.052
O -1.646 -0.275 -7.186
O -0.798 1.537 -5.438
O -4.001 -2.776 -3.879
H -3.207 -2.178 -6.418
H -1.664 0.990 -2.958
H -0.320 1.240 -6.216
H -4.218 -2.654 -2.952
C -1.375 3.811 0.736
O -0.763 4.752 1.124
N -2.482 3.776 -0.050
C -3.092 2.544 -0.675
C -3.065 4.928 -0.614
H -1.112 2.835 1.174
H -4.172 2.399 -0.671
H -2.637 1.657 -0.235
H -2.878 2.593 -1.742
H -4.097 4.992 -0.268
H -2.463 5.811 -0.398
H -2.910 4.782 -1.683
C 0.678 3.236 3.811
O 0.626 4.471 3.630
N -0.309 2.445 4.237
C -0.086 0.984 4.546
C -1.676 2.865 4.516
H 1.537 2.558 3.694
H 0.043 0.682 5.585
H 0.768 0.542 4.032
H -0.921 0.392 4.172
H -1.823 3.862 4.102
H -2.433 2.223 4.065
H -1.889 2.883 5.585
C 1.486 -0.769 -3.993
O 1.792 -0.129 -4.993
N 1.198 -2.042 -4.041
C 0.909 -2.651 -2.757
C 1.186 -2.889 -5.268
H 1.213 -0.320 -3.025
H 0.055 -3.327 -2.801
H 0.721 -2.011 -1.896
H 1.830 -3.122 -2.413
H 0.978 -2.239 -6.118
H 2.156 -3.336 -5.486
H 0.393 -3.628 -5.378
C 2.895 3.500 0.419
O 2.515 4.672 0.524
N 3.942 3.110 -0.287
C 4.737 4.098 -1.065
C 4.322 1.712 -0.414
H 2.357 2.664 0.893
H 5.133 3.683 -1.992
H 5.651 4.402 -0.556
H 4.122 4.958 -1.334
H 5.376 1.547 -0.188
H 3.888 1.014 0.302
H 4.145 1.402 -1.444
C 3.038 -0.848 4.199
O 3.297 0.188 4.874
N 2.194 -1.904 4.481
C 1.869 -2.902 3.415
C 1.482 -1.989 5.673
H 3.384 -1.029 3.170
H 2.518 -2.510 2.631
H 0.829 -2.841 3.096
H 2.143 -3.936 3.623
H 0.419 -1.932 5.441
H 1.703 -2.836 6.323
H 1.596 -1.113 6.311
C 2.503 -7.229 -2.951
O 2.670 -7.332 -1.615
P 1.525 -6.938 -0.546
O 0.217 -7.617 -0.649
O 1.422 -5.332 -0.687
C 0.446 -4.614 0.114
O 2.324 -7.147 0.951
C 3.303 -8.155 1.093
H 2.192 -6.233 -3.266
H 1.684 -7.884 -3.247
H 3.347 -7.422 -3.614
H 0.613 -3.537 0.088
H 0.331 -5.081 1.092
H -0.502 -4.789 -0.395
H 3.556 -8.243 2.150
H 4.239 -7.832 0.637
H 2.962 -9.141 0.779
C 0.687 4.163 -2.629
O 1.040 5.591 -2.988
P 0.257 6.767 -2.290
O 0.487 6.830 -0.752
O -1.251 6.550 -2.810
C -1.685 6.384 -4.202
O 0.598 8.107 -3.152
C 1.419 8.114 -4.309
H -0.269 4.031 -2.122
H 1.378 3.763 -1.887
H 0.871 3.451 -3.433
H -2.438 7.153 -4.376
H -2.155 5.402 -4.249
H -0.906 6.533 -4.949
H 1.813 7.169 -4.684
H 2.320 8.694 -4.112
H 0.962 8.509 -5.216
C -2.285 -2.911 2.613
O -1.771 -2.993 3.939
P -2.729 -2.889 5.209
O -2.052 -2.892 6.544
O -3.508 -1.545 4.834
C -3.328 -0.329 5.558
O -3.798 -4.121 5.059
C -5.006 -4.176 5.842
H -1.684 -2.237 2.002
H -3.359 -2.743 2.529
H -2.184 -3.949 2.299
H -2.463 -0.498 6.200
H -4.218 -0.260 6.184
H -3.138 0.466 4.838
H -4.971 -5.132 6.365
H -5.899 -4.311 5.233
H -5.167 -3.317 6.494

Cartesian forces (eV/Å) of the 3 atoms listed first:
P -1.078 0.524 -1.255
F 0.314 0.545 -1.373
F 0.229 -1.085 0.292


Entry 3:
Entry from the Open Molecules 2025 dataset: a 5-piece molecular cluster, C30H67F3O3P overall at a distorted geometry (ωB97M-V/def2-TZVPD).

Properties
Net charge = -1
E_tot = -55778.069 eV
LUMO = 2.26 eV
Orbital gap = 6.383 eV
HOMO level = -4.1 eV

Geometry (Å):
O 1.574 -1.262 2.482
C 2.564 -2.330 2.314
C 2.903 -2.734 0.768
O 2.791 -4.174 0.691
P 1.303 -4.421 1.628
C -0.257 -4.664 2.692
C -1.062 -3.325 3.050
C -1.595 -2.507 1.806
F -1.556 -1.082 1.880
C -2.075 -3.031 0.607
F -1.645 -4.184 -0.020
F -3.142 -2.336 -0.014
O 1.888 -3.418 2.953
H 1.817 -0.585 1.821
H 3.460 -1.962 2.910
H 2.386 -2.113 -0.030
H 3.997 -2.443 0.636
H 2.025 -5.596 2.116
H 0.748 -5.340 0.626
H 0.812 -3.339 0.810
H 0.098 -5.097 3.693
H -0.981 -5.417 2.251
H -1.996 -3.659 3.630
H -0.506 -2.639 3.775
C -6.093 -9.091 -1.568
C -5.634 -7.820 -0.864
C -4.358 -7.228 -1.465
C -3.122 -8.127 -1.378
C -2.735 -8.558 0.038
C -2.365 -7.386 0.937
H -5.350 -9.887 -1.490
H -7.019 -9.458 -1.117
H -6.285 -8.899 -2.627
H -5.497 -8.019 0.202
H -6.431 -7.073 -0.936
H -4.149 -6.271 -0.977
H -4.539 -6.991 -2.521
H -2.276 -7.599 -1.833
H -3.276 -9.023 -1.990
H -1.876 -9.234 -0.027
H -3.544 -9.135 0.498
H -1.524 -6.827 0.519
H -2.072 -7.747 1.926
H -3.203 -6.698 1.072
C 2.675 5.711 -0.582
C 1.410 4.980 -0.152
C 1.695 3.708 0.646
C 2.469 2.626 -0.112
C 1.810 2.147 -1.406
C 0.452 1.493 -1.179
H 3.292 5.097 -1.242
H 2.415 6.622 -1.127
H 3.274 5.995 0.287
H 0.800 4.752 -1.031
H 0.811 5.654 0.469
H 0.746 3.296 1.004
H 2.263 3.972 1.546
H 2.608 1.767 0.556
H 3.476 2.989 -0.342
H 2.473 1.418 -1.884
H 1.706 2.976 -2.114
H 0.543 0.630 -0.515
H 0.037 1.147 -2.128
H -0.265 2.191 -0.741
C -3.990 5.131 5.207
C -2.583 4.951 5.762
C -1.494 5.123 4.701
C -1.537 4.108 3.557
C -1.447 2.643 3.984
C -0.139 2.306 4.681
H -4.222 4.386 4.443
H -4.727 5.023 6.007
H -4.110 6.125 4.768
H -2.499 3.973 6.242
H -2.421 5.694 6.550
H -0.516 5.082 5.191
H -1.570 6.130 4.273
H -0.712 4.327 2.867
H -2.455 4.250 2.977
H -1.540 2.014 3.092
H -2.289 2.378 4.632
H 0.714 2.514 4.029
H -0.117 1.245 4.939
H -0.012 2.873 5.606
C 2.351 6.061 -4.232
C 2.554 5.718 -5.702
C 2.440 4.220 -5.988
C 3.483 3.344 -5.289
C 4.937 3.701 -5.598
C 5.294 3.538 -7.070
H 3.109 5.593 -3.600
H 2.418 7.141 -4.084
H 1.366 5.732 -3.889
H 3.522 6.100 -6.038
H 1.796 6.244 -6.291
H 2.495 4.063 -7.071
H 1.443 3.876 -5.688
H 3.304 2.300 -5.572
H 3.331 3.388 -4.206
H 5.588 3.048 -5.007
H 5.158 4.723 -5.277
H 5.129 2.508 -7.398
H 6.347 3.780 -7.233
H 4.702 4.201 -7.705

Cartesian forces (eV/Å) of the 3 atoms listed first:
O 1.111 0.526 -1.279
C -1.701 -0.266 0.966
C 2.172 -0.057 0.809


Entry 4:
Entry from the Open Molecules 2025 dataset: a 5-piece molecular cluster, C30H67FN4O9PS2 overall at a distorted geometry (ωB97M-V/def2-TZVPD).

Properties
Net charge = -1
E_tot = -90256.669 eV
LUMO = 2.18 eV
Orbital gap = 6.708 eV
HOMO level = -4.5 eV

Geometry (Å):
N 0.278 2.209 2.275
C 0.292 2.617 1.062
C 0.909 1.819 -0.143
C 0.113 0.525 -0.512
F 0.146 -0.481 0.495
O 0.875 0.012 -1.589
P -0.095 -0.901 -2.751
N 0.412 0.422 -3.877
C -0.802 -2.084 -4.073
S -2.203 -1.471 -5.065
O -2.036 -0.116 -5.592
O -2.321 -2.396 -6.226
O -1.585 -0.190 -2.278
C -1.344 0.700 -1.168
C -2.510 0.929 -0.145
C -3.320 -0.366 0.225
C -4.617 -0.566 -0.654
C -5.342 -1.904 -0.249
C -5.098 -3.129 -1.210
C -3.701 -3.172 -1.927
C -2.501 -3.751 -1.063
S -2.904 -4.061 0.710
C -1.250 -4.158 1.478
N -0.813 -3.686 2.653
N 0.518 -4.051 2.642
C 0.822 -4.677 1.519
O -0.303 -4.790 0.713
H 0.723 1.276 2.268
H -0.136 3.642 0.868
H 0.966 2.528 -1.009
H 1.967 1.578 0.155
H 1.194 -1.504 -3.126
H -0.058 -1.917 -1.713
H 0.472 -0.012 -4.798
H 1.310 0.765 -3.549
H -1.159 -3.000 -3.518
H 0.019 -2.449 -4.742
H -3.414 -1.530 -4.410
H -1.199 1.682 -1.716
H -2.030 1.287 0.810
H -3.172 1.772 -0.482
H -3.674 -0.229 1.287
H -2.665 -1.270 0.190
H -5.293 0.297 -0.383
H -4.394 -0.456 -1.743
H -5.147 -2.145 0.834
H -6.450 -1.682 -0.289
H -5.328 -4.084 -0.657
H -5.878 -3.070 -2.022
H -3.364 -2.202 -2.362
H -3.818 -3.875 -2.803
H -1.673 -2.983 -1.077
H -2.048 -4.662 -1.543
H 1.781 -5.086 1.154
C 1.342 7.789 3.426
C 0.033 7.639 2.669
O -0.233 6.311 2.258
C -0.365 5.343 3.292
C -1.518 5.625 4.240
H 2.166 7.350 2.860
H 1.560 8.844 3.605
H 1.305 7.286 4.395
H 0.084 8.237 1.756
H -0.807 8.033 3.254
H 0.577 5.236 3.838
H -0.546 4.389 2.795
H -1.340 6.526 4.834
H -1.656 4.790 4.930
H -2.446 5.779 3.684
C 7.181 -5.410 1.725
C 5.720 -5.211 1.359
O 4.829 -5.994 2.136
C 4.814 -5.757 3.532
C 4.396 -4.342 3.898
H 7.437 -6.472 1.719
H 7.825 -4.889 1.014
H 7.401 -5.026 2.723
H 5.571 -5.520 0.323
H 5.442 -4.153 1.411
H 5.783 -6.010 3.978
H 4.088 -6.458 3.950
H 5.141 -3.608 3.584
H 4.270 -4.250 4.979
H 3.454 -4.080 3.411
C 3.532 -5.142 -2.791
C 4.664 -4.363 -3.438
O 5.947 -4.700 -2.922
C 6.365 -6.045 -3.094
C 6.487 -6.460 -4.550
H 3.585 -5.065 -1.702
H 2.566 -4.758 -3.122
H 3.578 -6.203 -3.049
H 4.522 -3.301 -3.233
H 4.648 -4.476 -4.527
H 5.704 -6.724 -2.545
H 7.349 -6.122 -2.625
H 5.512 -6.491 -5.041
H 6.934 -7.453 -4.628
H 7.108 -5.750 -5.102
C -5.345 10.020 1.726
C -5.380 8.630 2.337
O -5.608 7.601 1.389
C -4.632 7.464 0.367
C -3.248 7.124 0.891
H -6.236 10.196 1.119
H -5.298 10.779 2.509
H -4.476 10.153 1.078
H -6.207 8.577 3.047
H -4.466 8.428 2.906
H -4.606 8.362 -0.260
H -4.976 6.649 -0.273
H -2.821 7.952 1.462
H -2.570 6.902 0.066
H -3.289 6.258 1.554

Cartesian forces (eV/Å) of the 3 atoms listed first:
N 0.323 -0.222 -1.201
C 0.233 0.031 -0.065
C -0.715 1.088 1.568